Record 1
15
Properties=species:S:1:pos:R:3:forces:R:3:lowdin_charge:R:1 method="wB97M-V/def2-TZVPD" e_tot_ev=-9301.00070 fmax_ev_per_a=0.57 spin_multiplicity=1 gap_ev=8.09 e_above_lowest_ev=5.392 charge=0
C -0.59789 -1.04963 0.64773 -0.2 -0.2 0.1 0.007
C 0.10078 0.51788 -0.66770 -0.1 0.2 0.1 -0.103
C -1.03802 0.92666 -1.52041 -0.2 -0.1 -0.3 -0.014
N -0.43433 1.68304 -0.42434 0.2 -0.2 0.1 0.137
C 0.89101 -0.57330 -0.01512 -0.4 0.4 0.1 -0.771
O 1.42423 -1.51094 -0.66095 0.1 0.0 -0.1 -0.094
N 1.57743 0.09575 1.11766 0.2 -0.2 0.0 0.072
H -1.18077 -0.31805 1.21903 0.1 -0.1 -0.1 0.074
H -1.19616 -1.55569 -0.11159 0.1 0.1 0.1 0.078
H -0.20591 -1.81013 1.32747 0.0 0.1 -0.1 0.087
H -0.88015 1.33780 -2.51369 0.0 -0.1 0.2 0.107
H -1.99040 0.42158 -1.35848 0.2 0.1 0.0 0.110
H -0.74670 2.13688 0.42293 0.0 -0.1 -0.1 0.155
H 1.78085 -0.64537 1.78749 -0.1 0.1 0.0 0.076
H 2.49605 0.34352 0.74998 -0.1 0.0 0.1 0.080

---

Record 2
15
Properties=species:S:1:pos:R:3:forces:R:3:lowdin_charge:R:1 method="wB97M-V/def2-TZVPD" e_tot_ev=-9301.35586 fmax_ev_per_a=0.49 spin_multiplicity=1 gap_ev=10.81 e_above_lowest_ev=5.037 charge=0
C -1.01952 -1.02318 0.65066 0.0 0.0 0.0 -0.034
C -0.16543 0.08913 0.09571 -0.4 -0.3 -0.2 -0.426
C -0.68928 0.93347 -1.00891 -0.1 0.0 -0.3 -0.130
N -0.60170 1.53005 0.29868 -0.1 0.1 0.2 0.063
C 1.50001 -0.48836 -0.36650 0.1 -0.2 -0.2 -0.536
O 1.47442 -1.35433 -1.18405 0.0 0.3 0.3 0.115
N 2.24306 0.23615 0.42097 0.0 -0.1 -0.1 0.106
H -2.08497 -0.79359 0.52808 0.1 0.0 0.0 0.083
H -0.81465 -1.95627 0.11745 0.0 0.1 0.1 0.086
H -0.82185 -1.18686 1.71511 0.0 0.0 -0.1 0.087
H -0.01082 1.33673 -1.75787 -0.1 -0.1 0.2 0.118
H -1.66549 0.64097 -1.39098 0.1 0.0 0.1 0.119
H -1.49829 1.49793 0.78252 0.1 0.0 -0.1 0.100
H 0.90426 0.45598 0.72679 0.3 0.1 0.1 0.165
H 3.25026 0.08220 0.37234 -0.1 0.0 0.0 0.084

---

Record 3
15
Properties=species:S:1:pos:R:3:forces:R:3:lowdin_charge:R:1 method="wB97M-V/def2-TZVPD" e_tot_ev=-9305.05177 fmax_ev_per_a=0.46 spin_multiplicity=1 gap_ev=10.11 e_above_lowest_ev=1.341 charge=0
H 2.00890 -0.98292 0.39828 -0.1 0.1 0.0 0.040
N 1.13905 -0.85234 0.91654 -0.1 0.2 -0.3 0.145
C 0.21442 -0.33101 0.20629 0.1 -0.1 0.0 -0.415
N 0.21487 0.11975 -1.08593 -0.1 -0.1 0.1 -0.012
C 1.23960 -0.16164 -2.06701 0.1 0.0 -0.1 -0.087
C -1.16464 -0.20307 0.84319 -0.3 0.0 -0.1 -0.394
C -1.31209 0.70308 2.03095 0.0 0.0 0.1 -0.011
O -2.09681 -0.78805 0.33337 0.3 0.3 0.2 0.093
H -0.69272 0.37012 -1.44303 0.1 -0.1 0.0 0.126
H 0.78244 -0.10724 -3.05833 0.1 0.0 0.1 0.085
H 1.64734 -1.17194 -1.94138 -0.1 0.1 0.0 0.085
H 2.06477 0.56011 -2.03480 -0.1 -0.1 0.1 0.082
H -1.26079 1.73626 1.66211 0.0 -0.1 0.1 0.095
H -2.28700 0.54383 2.49554 0.2 0.0 0.0 0.086
H -0.49735 0.56505 2.74421 -0.1 0.0 -0.1 0.082